12
Properties=species:S:1:pos:R:3 method="wB97M-V/def2-TZVPD" homo_lumo_gap_ev=9.91 spin_multiplicity=1 lumo_ev=0.67 total_charge=0 homo_energy_ev=-9.237
C 2.981 1.398 -3.322
H 2.653 0.854 -2.459
H 3.869 0.919 -3.704
H 2.917 2.479 -3.099
H 2.274 1.207 -4.107
N -0.435 0.038 0.834
C -1.189 -0.937 1.414
N -2.306 -0.824 1.998
H -0.459 1.032 0.913
H 0.606 -0.205 0.571
H -0.538 -1.841 1.376
H -2.888 -1.711 2.127

=====

121
Properties=species:S:1:pos:R:3 method="wB97M-V/def2-TZVPD" homo_lumo_gap_ev=6.73 spin_multiplicity=1 lumo_ev=0.23 total_charge=0 homo_energy_ev=-6.500
Ba 0.315 0.497 0.290
C -0.812 0.380 2.956
C -0.966 1.785 2.802
C -2.116 1.976 1.963
C -2.560 0.685 1.579
C -1.781 -0.302 2.204
C -2.034 -1.797 2.198
C -2.542 -2.265 0.830
C -3.099 -2.132 3.253
C -0.755 -2.564 2.548
C -2.941 3.223 1.612
C -4.237 2.810 0.898
C -2.208 4.186 0.665
C -3.431 3.953 2.874
C -0.073 2.701 3.659
C 1.303 2.033 3.846
C -0.688 2.860 5.060
C 0.248 4.084 3.077
H -0.023 -0.093 3.526
H -3.425 0.486 0.963
H -3.464 -1.748 0.560
H -2.754 -3.339 0.844
H -1.806 -2.079 0.043
H -4.031 -1.611 3.027
H -2.768 -1.809 4.242
H -3.301 -3.208 3.284
H 0.051 -2.352 1.835
H -0.939 -3.642 2.538
H -0.400 -2.296 3.545
H -4.040 2.320 -0.054
H -4.831 3.703 0.692
H -4.834 2.140 1.521
H -1.923 3.667 -0.251
H -1.307 4.605 1.107
H -2.866 5.016 0.390
H -3.984 3.259 3.512
H -4.108 4.765 2.592
H -2.640 4.382 3.469
H 1.238 1.105 4.414
H 1.966 2.705 4.397
H 1.778 1.811 2.886
H -0.820 1.880 5.523
H -1.665 3.339 5.016
H -0.038 3.463 5.701
H 0.647 4.001 2.067
H 1.009 4.566 3.697
H -0.600 4.753 3.046
O 2.596 -0.426 1.270
S 4.062 -0.739 1.283
C 4.287 -1.907 -0.081
C 3.337 -3.094 -0.016
C 3.196 -3.796 -1.367
C 2.463 -3.013 -2.448
S 0.691 -2.698 -2.220
O 0.562 -1.883 -0.952
C 0.213 -4.364 -1.788
C -0.079 -4.685 -0.474
C -0.459 -5.985 -0.168
C -0.543 -6.942 -1.170
C -0.259 -6.602 -2.487
C 0.112 -5.305 -2.805
C 4.280 -1.881 2.641
C 3.168 -2.274 3.366
C 3.337 -3.158 4.424
C 4.601 -3.630 4.744
C 5.710 -3.215 4.015
C 5.554 -2.329 2.962
H 5.340 -2.200 -0.080
H 4.115 -1.284 -0.963
H 2.361 -2.749 0.326
H 3.709 -3.811 0.719
H 2.700 -4.757 -1.217
H 4.190 -4.030 -1.762
H 2.515 -3.525 -3.410
H 2.866 -2.013 -2.620
H -0.019 -3.920 0.286
H -0.695 -6.248 0.856
H -0.841 -7.953 -0.927
H -0.339 -7.345 -3.269
H 0.313 -5.022 -3.832
H 2.193 -1.888 3.099
H 2.476 -3.474 4.999
H 4.727 -4.317 5.570
H 6.696 -3.576 4.275
H 6.416 -1.986 2.401
B 0.641 2.731 -2.482
N -0.901 2.542 -2.414
C -1.839 3.208 -3.107
C -3.062 2.603 -2.891
C -2.761 1.543 -2.027
N -1.468 1.523 -1.732
N 1.255 3.516 -1.287
C 1.498 4.835 -1.231
C 2.249 5.101 -0.104
C 2.425 3.843 0.483
N 1.824 2.895 -0.228
H 0.870 3.371 -3.485
H 1.156 1.629 -2.509
H -1.569 4.060 -3.709
H -4.023 2.893 -3.280
H -3.420 0.808 -1.590
H 1.139 5.490 -2.007
H 2.615 6.053 0.238
H 2.945 3.586 1.393
C -0.202 3.161 -6.268
C -0.475 1.729 -5.957
C -1.707 1.158 -5.905
C -1.787 -0.206 -5.535
N -0.729 -0.952 -5.315
C 0.508 -0.407 -5.427
S 1.911 -1.293 -5.256
N 0.592 0.938 -5.698
C -3.128 -0.853 -5.392
H -1.126 3.675 -6.523
H 0.490 3.245 -7.108
H 0.247 3.648 -5.401
H -2.596 1.741 -6.091
H 1.526 1.323 -5.697
H -3.645 -0.856 -6.354
H -3.737 -0.285 -4.689
H -3.011 -1.874 -5.040

=====

23
Properties=species:S:1:pos:R:3 method="wB97M-V/def2-TZVPD" homo_lumo_gap_ev=8.31 spin_multiplicity=1 lumo_ev=-0.45 total_charge=0 homo_energy_ev=-8.760
C -0.668 0.279 2.280
C -0.384 1.745 2.336
O 0.162 -0.597 2.245
C -2.092 -0.023 2.225
N -3.211 -0.262 2.205
H 0.537 -1.225 0.231
H -1.594 0.143 -0.287
H -0.341 2.086 1.298
H 0.577 1.929 2.803
H -1.177 2.290 2.837
C 1.838 -0.094 -0.828
C 0.749 -2.116 -1.583
N 0.669 -0.943 -0.738
C -1.203 0.437 -1.253
N -0.725 1.600 -1.365
H -0.420 1.848 -2.309
H -1.395 -0.265 -2.074
H 1.653 0.817 -0.256
H 2.753 -0.574 -0.457
H -0.157 -2.707 -1.457
H 0.820 -1.797 -2.623
H 1.617 -2.752 -1.359
H 1.992 0.182 -1.872

=====

15
Properties=species:S:1:pos:R:3 method="wB97M-V/def2-TZVPD" homo_lumo_gap_ev="7.99 / 7.98" spin_multiplicity=1 lumo_ev="-0.62 / -0.62" total_charge=0 homo_energy_ev="-8.604 / -8.600"
C 1.924 -0.121 0.142
C 0.596 0.517 -0.246
O 0.553 1.509 -1.024
H 0.024 0.808 0.861
H 2.637 0.681 0.320
H 1.848 -0.766 1.015
H 2.262 -0.718 -0.707
N -2.004 1.167 -0.272
N -0.384 -1.825 0.015
N -1.446 0.192 0.406
N -0.603 -0.542 -0.493
H -1.385 1.572 -1.003
H -2.510 1.816 0.320
H -0.421 -1.846 1.034
H -1.090 -2.444 -0.367

=====

74
Properties=species:S:1:pos:R:3 method="wB97M-V/def2-TZVPD" homo_lumo_gap_ev=8.36 spin_multiplicity=1 lumo_ev=-0.08 total_charge=0 homo_energy_ev=-8.439
C -4.825 1.185 2.442
O -5.573 0.704 1.605
N -3.742 1.944 2.122
N -4.957 1.001 3.753
H -3.638 2.204 1.149
H -3.004 2.096 2.783
H -5.715 0.436 4.093
H -4.449 1.647 4.330
C -1.495 -1.910 -3.776
O -1.333 -1.965 -2.560
N -0.527 -1.542 -4.613
N -2.715 -1.986 -4.382
H -0.818 -1.419 -5.564
H 0.363 -1.194 -4.299
H -2.734 -1.905 -5.378
H -3.461 -2.188 -3.737
C -0.336 0.511 0.109
O 0.174 1.527 0.642
N -1.153 -0.318 0.733
N -0.127 0.206 -1.167
H -1.318 -0.295 1.728
H -1.513 -1.050 0.149
H 0.366 0.940 -1.660
H -0.530 -0.586 -1.654
C 2.481 2.202 -4.023
O 1.657 1.720 -3.276
N 2.226 2.535 -5.308
N 3.752 2.477 -3.656
H 2.924 2.901 -5.929
H 1.284 2.468 -5.650
H 4.532 2.630 -4.271
H 4.083 2.405 -2.703
C 0.445 -4.096 -0.106
O 0.722 -4.983 0.696
N 1.413 -3.685 -0.931
N -0.794 -3.576 -0.305
H 2.357 -3.913 -0.676
H 1.269 -2.938 -1.592
H -0.867 -2.987 -1.131
H -1.592 -4.081 0.049
C -1.451 -4.193 3.473
O -2.039 -5.193 3.002
N -1.313 -4.083 4.774
N -0.972 -3.209 2.681
H -0.779 -3.345 5.200
H -1.648 -4.832 5.352
H -0.521 -2.412 3.126
H -0.918 -3.341 1.682
C -2.314 3.802 -0.740
O -2.949 4.760 -1.190
N -1.021 3.884 -0.365
N -2.939 2.570 -0.700
H -0.508 3.093 0.039
H -0.559 4.744 -0.599
H -2.281 1.812 -0.796
H -3.745 2.578 -1.305
C 0.936 -0.111 4.139
O 0.542 -1.085 3.487
N 1.214 -0.138 5.452
N 1.278 1.048 3.578
H 1.007 -0.932 6.033
H 1.482 0.678 5.973
H 1.167 0.999 2.564
H 2.008 1.621 3.960
N 3.316 1.624 -0.257
C 4.340 2.542 -0.290
C 5.406 1.945 -0.902
C 5.063 0.549 -1.080
C 3.721 0.423 -0.775
H 2.383 1.814 0.080
H 4.169 3.564 0.006
H 6.391 2.348 -1.081
H 5.617 -0.220 -1.594
H 3.087 -0.427 -0.960

=====

9
Properties=species:S:1:pos:R:3 method="wB97M-V/def2-TZVPD" homo_lumo_gap_ev=9.27 spin_multiplicity=1 lumo_ev=-1.79 total_charge=0 homo_energy_ev=-11.063
C 0.609 -1.524 -0.775
C -0.224 1.241 0.915
N -0.662 0.701 -0.173
O 1.342 -2.118 -1.481
O -1.474 0.902 -1.022
O 0.706 -0.257 -0.695
F -0.163 -2.081 0.169
F -0.891 2.346 1.379
F 0.757 0.788 1.684

=====

12
Properties=species:S:1:pos:R:3 method="wB97M-V/def2-TZVPD" homo_lumo_gap_ev=9.50 spin_multiplicity=1 lumo_ev=0.27 total_charge=0 homo_energy_ev=-9.227
C 0.718 -0.740 -0.967
C 0.575 -0.395 0.516
C -0.271 0.892 0.815
O -1.782 1.277 -0.140
Br -2.703 -0.201 -0.483
H 0.268 0.021 -1.625
H 1.758 -0.727 -1.219
H 0.229 -1.693 -1.289
H 1.529 -0.151 0.869
H 0.077 -1.170 1.084
H -0.797 1.073 1.788
H 0.399 1.812 0.653

=====

46
Properties=species:S:1:pos:R:3 method="wB97M-V/def2-TZVPD" homo_lumo_gap_ev=8.40 spin_multiplicity=1 lumo_ev=-0.42 total_charge=0 homo_energy_ev=-8.818
Bi -0.158 -0.054 -0.251
C -0.345 -0.755 5.540
C 0.607 -0.720 4.377
C 1.984 -0.774 4.525
C 2.814 -0.698 3.417
C 2.220 -0.553 2.185
Br 3.304 -0.370 0.642
N 0.907 -0.520 2.008
C 0.117 -0.612 3.084
H 0.185 -0.913 6.478
H -1.080 -1.551 5.418
H -0.891 0.188 5.606
H 2.421 -0.867 5.513
H 3.890 -0.730 3.508
H -0.949 -0.594 2.888
O -0.249 1.910 0.355
C -0.633 2.902 1.292
C -0.315 4.227 0.616
C 0.179 5.371 1.160
C 0.263 6.438 0.216
C -0.175 6.069 -1.018
S -0.701 4.442 -1.044
C -2.110 2.858 1.638
C -2.960 3.914 1.779
C -4.273 3.518 2.167
C -4.387 2.171 2.311
S -2.905 1.387 2.004
C 0.194 2.765 2.560
C 1.540 2.570 2.643
C 2.014 2.562 3.985
C 1.015 2.767 4.889
S -0.501 2.950 4.119
H 0.479 5.455 2.196
H 0.644 7.422 0.451
H -0.204 6.660 -1.920
H -2.670 4.939 1.592
H -5.094 4.209 2.304
H -5.258 1.583 2.552
H 2.164 2.452 1.766
H 3.052 2.422 4.259
H 1.083 2.820 5.965
O -2.669 -2.559 -1.416
Se -2.804 -1.325 -0.403
O -1.492 -1.409 0.737
O -2.173 0.093 -1.112
O -4.206 -1.125 0.341

=====

9
Properties=species:S:1:pos:R:3 method="wB97M-V/def2-TZVPD" homo_lumo_gap_ev="8.08 / 7.05" spin_multiplicity=1 lumo_ev="-3.59 / -3.83" total_charge=0 homo_energy_ev="-11.674 / -10.877"
O 1.509 -1.776 -0.585
O 1.226 -1.685 1.864
O -1.280 0.340 -0.194
Si -0.554 1.679 -0.443
S 0.641 -1.747 0.555
Cl -0.656 -3.443 0.457
H 0.321 1.719 -1.649
H -1.537 2.781 -0.670
H 0.330 2.132 0.666

=====

36
Properties=species:S:1:pos:R:3 method="wB97M-V/def2-TZVPD" homo_lumo_gap_ev=9.66 spin_multiplicity=1 lumo_ev=0.16 total_charge=0 homo_energy_ev=-9.498
C -2.489 1.322 1.827
N -1.876 0.674 0.746
C -2.041 1.573 -0.563
C -2.250 -0.643 0.275
C -2.208 -1.530 1.489
O -1.464 -1.451 2.425
H -2.386 0.689 2.751
H -1.963 2.299 2.036
H -3.613 1.735 1.657
H -1.355 2.400 -0.538
H -3.039 1.893 -0.794
H -1.896 0.957 -1.433
H -1.357 -1.016 -0.543
H -3.210 -1.019 -0.351
H -2.664 -2.456 1.457
H -0.530 -3.956 1.859
H 0.787 -3.539 1.431
O -0.098 -3.553 1.145
H 3.811 1.703 -1.305
H 3.036 0.748 -0.391
O 3.608 1.500 -0.359
H 1.162 2.635 -1.687
H 0.819 3.916 -0.923
O 1.180 3.628 -1.755
H 2.726 -2.258 1.703
H 2.698 -2.950 0.324
O 2.801 -3.113 1.282
H 2.169 0.805 -3.651
H 1.636 0.235 -2.355
O 2.327 0.763 -2.724
H -0.006 -0.062 -1.435
H 0.788 -1.190 -1.668
O 0.201 -0.673 -2.137
H 2.138 0.446 0.907
H 0.860 -0.299 0.858
O 1.699 -0.212 0.438

=====

88
Properties=species:S:1:pos:R:3 method="wB97M-V/def2-TZVPD" homo_lumo_gap_ev="6.82 / 3.59" spin_multiplicity=5 lumo_ev="-8.94 / -14.54" total_charge=+3 homo_energy_ev="-15.758 / -18.138"
C -2.153 0.939 -1.121
C -2.598 -1.226 -0.310
C -3.319 0.939 -1.870
C -3.868 -1.218 -0.988
C -4.217 -0.141 -1.764
H -3.538 1.828 -2.459
H -4.477 -2.115 -0.876
H -5.177 -0.084 -2.307
N -1.837 -0.068 -0.272
P -0.366 2.344 0.486
P -0.379 -2.356 0.911
C -1.177 2.099 -1.150
H -0.426 1.902 -1.936
H -1.702 3.011 -1.467
C -2.064 -2.333 0.336
H -2.694 -3.199 0.440
C 0.431 -3.378 -0.544
C -0.363 -3.510 2.450
C 1.123 3.522 0.109
C -1.715 3.324 1.389
C 1.951 -3.209 -0.442
H 2.363 -3.771 0.409
H 2.424 -3.611 -1.355
H 2.229 -2.150 -0.349
C 0.089 -4.877 -0.558
H 0.534 -5.456 0.267
H -0.996 -5.069 -0.609
H 0.522 -5.297 -1.480
C -0.065 -2.803 -1.878
H 0.516 -3.218 -2.720
H -1.111 -3.078 -2.062
H 0.048 -1.714 -1.894
C 1.089 -3.967 2.675
H 1.774 -3.104 2.661
H 1.151 -4.413 3.680
H 1.456 -4.725 1.965
C -0.811 -2.749 3.723
H -0.044 -1.993 3.983
H -1.785 -2.284 3.543
H -0.922 -3.505 4.536
C -1.313 -4.705 2.326
H -1.090 -5.416 1.520
H -1.216 -5.239 3.284
H -2.352 -4.355 2.242
C -1.188 3.501 2.824
H -1.974 4.009 3.405
H -0.966 2.536 3.312
H -0.275 4.118 2.854
C -3.058 2.571 1.364
H -3.582 2.637 0.395
H -2.960 1.509 1.515
H -3.679 2.914 2.210
C -2.098 4.683 0.796
H -3.049 4.958 1.277
H -1.381 5.469 1.030
H -2.277 4.619 -0.287
C 1.473 3.485 -1.383
H 0.711 3.969 -2.013
H 2.413 4.039 -1.547
H 1.627 2.448 -1.694
C 2.299 2.945 0.908
H 2.543 1.926 0.576
H 3.188 3.582 0.755
H 2.068 2.934 1.984
C 0.948 5.002 0.472
H 0.218 5.499 -0.184
H 0.704 5.162 1.532
H 1.913 5.503 0.287
Ru -0.255 0.078 1.161
C -1.605 0.211 2.506
O -2.581 0.050 3.113
N 1.399 0.096 -0.679
C 1.908 0.007 -1.741
C 2.863 -0.032 -2.929
C 2.355 -1.063 -3.941
C 2.896 1.350 -3.590
C 4.266 -0.408 -2.445
H 2.368 -2.063 -3.488
H 1.339 -0.787 -4.254
H 3.008 -1.064 -4.819
H 3.322 2.075 -2.887
H 3.527 1.339 -4.485
H 1.875 1.617 -3.892
H 4.950 -0.432 -3.299
H 4.625 0.344 -1.731
H 4.246 -1.403 -1.981
O 1.371 0.300 3.671
C 0.579 0.198 2.799

=====

13
Properties=species:S:1:pos:R:3 method="wB97M-V/def2-TZVPD" homo_lumo_gap_ev=8.51 spin_multiplicity=1 lumo_ev=0.71 total_charge=0 homo_energy_ev=-7.804
C 1.076 1.556 -0.407
N -2.122 -0.688 0.354
N -1.056 -0.748 -0.650
O 0.654 -0.564 1.325
O 1.519 -0.961 -1.061
P 0.381 -0.115 -0.241
H 1.906 1.612 0.373
H 1.072 1.794 -1.435
H 0.457 2.436 0.029
H -3.017 -0.770 -0.144
H -1.954 -1.496 0.992
H -0.009 -0.251 1.989
H 1.093 -1.805 -1.124